Record 1
Entry from OMol25: a structure of composition C22H56O14S8 in a non-equilibrium geometry (ωB97M-V/def2-TZVPD).

Geometry as XYZ:
```
100
Properties=species:S:1:pos:R:3:forces:R:3:lowdin_charge:R:1
C 0.375 3.098 2.414 -0.52 0.91 1.97 -0.131
C 0.995 1.922 1.777 -0.08 -0.95 2.00 -0.153
O 1.128 2.236 0.412 0.74 3.15 1.64 -0.157
C 0.532 3.398 0.188 -1.60 2.24 -0.37 -0.495
O 0.362 3.898 -0.915 -1.32 2.31 4.72 0.080
O 0.052 3.916 1.336 0.03 1.33 -2.16 0.093
H 0.991 3.647 3.126 0.61 0.07 -0.29 0.148
H -0.513 2.894 3.012 0.30 0.01 -0.55 0.080
H 0.338 1.067 1.936 0.18 0.14 -0.28 0.116
H 1.935 1.708 2.286 -0.60 0.26 -0.90 0.044
C 1.162 -2.806 -3.489 -1.68 -1.03 -0.92 -0.132
C 1.367 -4.268 -3.242 2.44 0.35 1.21 -0.037
O 1.563 -4.273 -1.773 0.58 -0.98 -0.36 0.016
C 1.187 -3.114 -1.229 -1.11 -1.69 0.23 -0.556
O 0.992 -2.962 -0.027 6.36 1.44 -4.19 -0.006
O 0.724 -2.346 -2.215 -0.76 0.91 0.32 -0.016
H 0.395 -2.735 -4.260 -0.19 0.84 0.37 0.157
H 2.069 -2.273 -3.772 -1.54 -1.20 -0.90 0.072
H 2.386 -4.474 -3.570 -0.34 -0.84 -0.51 0.135
H 0.616 -4.940 -3.659 -0.02 -0.08 0.78 0.142
C -1.210 -1.263 -0.057 1.77 2.45 -1.10 -0.162
S -0.503 0.383 -0.765 0.17 -2.28 3.40 1.052
O -1.054 1.408 0.232 7.85 -1.96 -4.34 -0.606
C 1.217 -0.059 -0.098 -1.14 -1.14 -0.73 -0.206
H -2.223 -1.592 -0.287 -0.16 1.06 -0.31 0.113
H -1.040 -1.207 1.019 0.05 -0.08 -1.18 0.005
H -0.478 -1.994 -0.402 -0.30 2.64 -0.21 -0.008
H 0.951 -0.472 0.875 -0.25 0.24 -0.51 0.051
H 1.921 0.771 -0.023 -1.43 -1.45 -0.40 0.018
H 1.753 -0.813 -0.675 -0.99 -0.11 0.36 0.023
C 5.193 0.219 -2.883 0.34 0.17 1.34 -0.194
S 3.810 0.068 -1.606 -0.07 0.83 -4.42 0.996
O 3.285 1.479 -1.386 2.86 -1.80 -1.60 -0.609
C 2.634 -0.717 -2.863 0.95 1.41 1.74 -0.212
H 5.477 -0.776 -3.226 -0.32 0.03 -0.18 0.051
H 6.068 0.616 -2.368 -0.01 -0.05 0.32 0.043
H 5.013 0.947 -3.674 -0.70 -0.34 -0.01 0.062
H 2.472 -0.143 -3.775 0.76 -0.02 0.01 0.075
H 1.651 -0.723 -2.392 0.61 0.42 -0.39 0.007
H 2.887 -1.764 -3.030 1.77 1.35 0.88 0.047
C 3.913 1.529 0.888 -0.81 -0.09 0.84 -0.275
S 3.901 0.439 2.374 -0.32 0.52 0.10 0.955
O 2.745 0.840 3.329 2.66 -1.48 -0.77 -0.545
C 3.315 -1.023 1.394 0.79 -0.27 2.11 -0.252
H 4.100 2.597 1.005 0.39 -0.18 0.54 0.092
H 2.937 1.478 0.405 1.15 0.54 1.42 -0.011
H 4.486 1.117 0.057 1.06 0.19 1.70 0.001
H 3.572 -1.807 2.106 -0.56 -0.31 0.06 0.050
H 3.870 -1.299 0.497 -0.12 0.64 0.12 0.028
H 2.241 -0.873 1.279 1.29 -0.75 0.39 0.004
C -1.511 -1.097 2.939 -0.46 1.04 1.46 -0.209
S -1.482 0.034 4.493 -1.11 0.18 -1.05 0.941
O -0.910 1.365 4.048 -0.09 -1.16 0.80 -0.601
C -3.315 0.349 4.562 1.34 -0.81 1.02 -0.252
H -0.481 -1.399 2.748 0.03 -0.18 0.42 0.048
H -1.886 -0.606 2.041 -0.46 0.65 1.17 0.024
H -2.181 -1.933 3.142 0.24 -0.15 0.16 0.067
H -3.844 -0.503 4.989 0.15 -0.28 -0.27 0.059
H -3.666 0.643 3.573 0.01 -0.73 -0.05 -0.048
H -3.586 1.201 5.185 0.78 -0.23 0.51 0.044
C -2.802 1.343 -1.670 -0.57 -0.65 -0.06 -0.318
S -4.640 1.195 -1.678 -0.10 -0.29 -0.19 0.861
O -4.994 -0.050 -0.899 0.58 0.92 -0.50 -0.554
C -4.887 2.581 -0.538 -0.24 -0.87 -1.05 -0.312
H -2.356 2.331 -1.555 -0.68 0.24 -0.04 0.066
H -2.271 0.878 -2.501 -1.39 -0.10 -0.39 -0.014
H -2.419 0.775 -0.823 -2.05 0.28 -0.44 -0.018
H -5.902 2.659 -0.148 -0.17 -0.33 -0.43 0.068
H -4.584 3.546 -0.947 0.29 -0.13 -0.03 0.073
H -4.308 2.282 0.336 -0.45 0.28 -2.60 -0.134
C 0.415 1.638 -4.824 0.75 0.56 0.06 -0.213
S -0.227 1.502 -3.111 2.00 -0.46 -2.09 0.962
O -0.113 -0.031 -2.932 0.16 -0.12 -2.57 -0.686
C 1.118 2.184 -2.101 -0.19 -1.12 -3.45 -0.259
H 0.867 2.627 -4.890 -0.31 0.23 -0.25 0.052
H -0.284 1.450 -5.639 -0.56 0.31 0.53 0.054
H 1.229 0.951 -5.053 0.04 -0.23 0.67 0.033
H 0.769 1.866 -1.119 0.92 0.22 -1.91 -0.021
H 1.182 3.270 -2.038 -0.04 -1.02 -1.52 0.068
H 2.136 1.858 -2.314 -1.40 -0.54 -0.89 0.028
C 0.289 -5.966 1.258 -0.66 -0.14 -0.50 -0.203
S -0.615 -5.406 -0.334 -1.55 -0.15 3.02 0.927
O -1.932 -6.107 -0.177 0.49 -0.16 -0.70 -0.573
C -0.990 -3.705 0.323 -1.32 -2.46 1.93 -0.274
H 1.278 -5.533 1.409 -0.22 0.18 -0.01 0.044
H 0.333 -7.053 1.333 0.30 -0.13 -0.93 0.040
H -0.431 -5.798 2.058 0.08 0.86 0.00 0.046
H -1.669 -3.697 1.176 -1.02 -0.95 -0.44 0.086
H -1.275 -2.935 -0.394 -0.63 -3.18 -0.03 0.008
H -0.088 -3.340 0.817 -1.95 -0.99 0.63 0.023
C -2.315 2.043 1.463 -5.12 3.33 5.52 -0.267
S -4.014 2.444 1.957 -0.44 -0.18 5.49 0.904
O -4.687 1.197 2.587 -0.39 1.12 -2.59 -0.538
C -3.745 3.377 3.492 0.83 -0.30 -0.70 -0.201
H -2.059 1.206 0.813 -3.51 -0.71 1.31 -0.054
H -1.781 1.919 2.405 -0.32 -0.43 -0.21 0.027
H -1.946 2.986 1.060 -0.56 -0.05 -0.34 0.094
H -3.581 2.592 4.229 0.10 0.88 -0.06 0.006
H -4.584 4.028 3.739 0.17 -0.05 -0.18 0.056
H -2.817 3.879 3.219 -0.04 0.63 0.78 0.047
```
Forces are in eV/Å.

- HOMO-LUMO gap (eV) = 6.67
- 2S+1 = 1
- relative energy (zero: lowest compared OMol25 entry of this formula, charge and spin) (kcal/mol) = 542.9

***

Record 2
Entry from OMol25: the molecule C25H21N5O4 in a non-equilibrium geometry (ωB97M-V/def2-TZVPD).

Geometry as XYZ:
```
55
Properties=species:S:1:pos:R:3:forces:R:3:lowdin_charge:R:1
N -1.578 -3.444 3.938 1.11 2.93 -1.92 0.125
C -1.192 -2.516 3.311 -0.18 -2.22 0.82 -0.191
C -0.637 -1.414 2.522 1.70 -0.93 0.62 -0.201
C 0.721 -1.013 2.646 -1.20 -1.27 -0.64 0.038
C 1.183 0.242 2.262 1.43 -0.76 -0.69 -0.146
N 2.618 0.317 2.075 -0.15 -1.40 1.20 -0.332
O 3.329 -0.541 2.648 -0.70 1.49 -1.04 0.024
O 3.074 1.190 1.324 0.28 -0.37 0.57 0.011
C 0.324 1.358 1.769 0.53 2.81 0.81 -0.084
C -1.085 0.900 1.833 -0.82 3.23 0.80 -0.110
N -2.067 1.795 2.198 0.00 -3.23 1.18 -0.123
O -2.201 2.999 2.312 0.32 -0.83 -0.14 0.050
O -3.085 0.921 2.834 -0.56 0.81 -1.60 0.012
N -2.778 -0.426 2.667 2.16 2.42 -0.94 0.151
C -1.519 -0.375 2.147 -2.81 -1.25 2.49 -0.239
H 1.443 -1.794 2.927 -0.30 0.77 0.18 0.140
H 0.460 2.261 2.461 -0.66 -1.19 -0.54 0.157
C 2.594 6.143 0.816 0.05 -0.30 -1.15 -0.093
C 2.067 5.755 -0.436 -0.27 -0.53 -0.20 -0.060
C 1.588 4.423 -0.628 -0.10 1.31 -0.22 -0.026
C 1.459 3.538 0.464 0.29 -0.06 -0.19 -0.184
C 0.795 2.170 0.360 0.35 -1.55 0.19 -0.099
C -0.338 2.113 -0.560 0.72 -1.65 -1.27 -0.100
N -0.685 0.937 -1.083 0.86 1.08 1.10 0.018
C 0.135 -0.298 -0.902 -0.02 0.02 0.78 -0.062
C -0.596 -1.396 -1.686 1.33 -0.17 0.38 -0.146
C -1.929 -0.855 -2.072 -1.42 1.01 -0.26 -0.141
C -1.907 0.687 -1.827 -0.49 -0.90 -1.29 -0.097
C -1.032 3.307 -1.025 -0.65 1.13 -0.02 -0.186
C -1.441 4.329 -0.144 -0.77 -0.02 -0.54 -0.002
C -2.233 5.392 -0.603 0.80 -0.48 -0.48 -0.032
C -2.493 5.517 -1.982 -0.52 0.60 0.67 -0.066
C -2.006 4.565 -2.866 0.78 -0.29 -0.15 -0.059
C -1.221 3.498 -2.395 -1.12 0.69 0.18 -0.049
C 2.059 3.914 1.648 0.26 1.14 0.09 -0.038
C 2.654 5.184 1.807 -0.31 -0.67 0.69 -0.067
H 3.046 7.134 0.940 -0.36 -0.42 0.06 0.107
H 1.991 6.509 -1.267 0.25 -1.05 0.84 0.115
H 1.239 4.160 -1.647 0.25 0.15 0.90 0.116
H 1.582 1.368 0.247 -0.55 1.26 -1.24 0.131
H 1.164 -0.113 -1.260 -0.47 0.03 0.10 0.149
H 0.209 -0.554 0.179 -0.14 0.18 -0.85 0.108
H 0.016 -1.660 -2.540 -0.04 -0.07 -0.27 0.113
H -0.673 -2.286 -1.070 -0.04 -0.08 0.05 0.120
H -2.188 -1.048 -3.117 0.13 -0.01 0.13 0.116
H -2.737 -1.283 -1.486 0.03 -0.13 0.17 0.114
H -2.814 1.025 -1.318 0.36 0.12 0.21 0.144
H -1.868 1.199 -2.794 -0.08 -0.18 0.31 0.107
H -1.205 4.257 0.902 -0.01 0.00 0.09 0.100
H -2.580 6.134 0.111 0.05 -0.10 -0.22 0.113
H -3.071 6.400 -2.336 0.44 -0.92 0.20 0.120
H -2.186 4.660 -3.940 0.13 0.03 0.37 0.111
H -0.770 2.822 -3.093 0.07 -0.25 -0.32 0.112
H 2.075 3.223 2.467 0.17 -0.01 0.31 0.100
H 3.118 5.395 2.771 -0.09 0.06 -0.30 0.109
```
Forces are in eV/Å.

- HOMO-LUMO gap (eV) = 5.78
- 2S+1 = 1
- relative energy (zero: lowest compared OMol25 entry of this formula, charge and spin) (kcal/mol) = 200.1

***

> The highest HOMO-LUMO gap belongs to which entry?

C22H56O14S8

***

> Look up the HOMO-LUMO gap of the second one.

5.78 eV